[1]
{
  "formula": "C22H27AsN4O6RuS",
  "method": "ωB97M-V/def2-TZVPD",
  "homo_lumo_gap_ev": [6.895, 7.335],
  "fmax_ha_per_bohr": 0.084,
  "multiplicity": 2,
  "energy_ha": -4253.3983,
  "de_lowest_kj_mol": 612.9,
  "total_charge": 1,
  "s_squared": 0.8460,
  "symbols": ["H", "C", "As", "C", "N", "H", "H", "C", "C", "H", "O", "H", "C", "H", "H", "C", "C", "C", "O", "O", "C", "H", "S", "C", "C", "H", "C", "N", "C", "N", "O", "C", "C", "H", "H", "H", "O", "O", "H", "H", "C", "H", "H", "H", "H", "H", "N", "H", "C", "H", "H", "H", "C", "H", "C", "Ru", "H", "C", "C", "C", "H", "H"],
  "coordinates": [[2.443, -6.106, -2.527], [-4.207, 1.704, -2.019], [1.549, -1.145, -2.254], [2.222, -2.674, 1.105], [1.930, -1.352, 1.092], [2.338, 3.484, -0.169], [-2.763, 0.390, 1.317], [3.578, -2.818, 1.320], [-4.579, 0.739, 0.217], [3.756, -0.772, -2.319], [1.788, 1.183, -0.486], [-1.144, 4.769, 4.399], [0.661, 5.206, 3.315], [1.439, -3.409, 1.011], [-4.430, 2.675, -1.580], [3.145, 0.790, 1.339], [0.314, 2.737, 2.107], [0.489, -5.734, -1.720], [0.671, -0.859, 1.164], [-2.427, -2.690, -0.509], [-0.439, 4.428, 3.651], [-5.977, 0.787, -1.355], [-1.136, -2.130, -0.916], [4.108, -1.531, 1.483], [2.485, 3.035, 0.809], [3.869, 1.263, 1.993], [1.590, 4.740, 2.397], [2.489, 1.588, 0.575], [1.726, -5.350, -2.230], [-4.973, 0.672, -1.236], [1.709, -0.886, -3.858], [-2.727, 1.363, -1.925], [1.428, 3.501, 1.786], [3.464, 3.335, 1.182], [2.457, 5.347, 2.156], [4.115, -3.752, 1.352], [-1.296, -1.237, -2.142], [3.211, -1.182, -1.630], [-4.770, 1.753, 0.566], [-2.150, 2.130, -2.437], [-3.107, 0.365, 0.285], [-4.721, -0.257, -1.587], [-4.544, 1.696, -3.052], [-3.020, -0.664, -0.060], [-1.419, -5.037, -0.955], [5.145, -1.270, 1.639], [-2.249, 1.237, -0.537], [-5.185, 0.040, 0.788], [-0.608, 3.192, 3.043], [-1.445, 2.559, 3.318], [-2.190, 2.154, -0.106], [-2.538, 0.416, -2.431], [2.052, -4.006, -2.379], [0.170, 1.760, 1.669], [-0.088, -3.444, -1.480], [-0.028, 0.024, -0.561], [0.242, -6.783, -1.624], [1.135, -3.045, -1.978], [3.070, -0.624, 1.325], [-0.438, -4.777, -1.332], [0.804, 6.173, 3.782], [3.004, -3.701, -2.792]]
}

[2]
{
  "formula": "C4H11NO2",
  "method": "ωB97M-V/def2-TZVPD",
  "homo_lumo_gap_ev": 10.343,
  "fmax_ha_per_bohr": 0.073,
  "energy_ha": -364.2092,
  "de_lowest_kj_mol": 154.9,
  "symbols": ["H", "H", "H", "H", "H", "C", "O", "C", "H", "C", "H", "H", "C", "H", "N", "O", "H", "H"],
  "coordinates": [[0.776, 1.077, 3.689], [-0.738, 0.486, -2.424], [2.369, -0.964, -1.529], [-2.541, 0.963, 0.511], [1.008, -2.063, -1.469], [-1.520, 0.695, 0.782], [-0.810, 1.007, 1.692], [1.285, -1.005, -1.416], [-2.196, 0.754, -1.764], [-0.901, -0.147, -0.429], [0.702, -0.781, 0.772], [-1.498, -1.075, -0.504], [0.611, -0.348, -0.228], [1.002, 0.672, -0.110], [-1.200, 0.750, -1.567], [1.535, 0.506, 3.506], [1.194, -0.035, 2.792], [0.921, -0.492, -2.303]]
}

[3]
{
  "formula": "C2CaF6NO3S2",
  "method": "ωB97M-V/def2-TZVPD",
  "homo_lumo_gap_ev": [5.699, 10.473],
  "fmax_ha_per_bohr": 0.035,
  "multiplicity": 2,
  "energy_ha": -2429.8437,
  "de_lowest_kj_mol": 0.0,
  "s_squared": 0.7503,
  "symbols": ["C", "N", "F", "F", "F", "O", "S", "F", "F", "Ca", "S", "F", "O", "O", "C"],
  "coordinates": [[2.218, -1.182, 0.108], [-0.012, 0.371, 0.069], [-3.151, -1.636, -0.572], [-2.465, -0.726, 1.258], [-1.221, -2.176, 0.249], [2.132, 1.488, 0.214], [-1.302, 0.151, -0.965], [3.518, -1.152, -0.123], [1.667, -2.207, -0.516], [-0.471, 2.490, 1.138], [1.480, 0.407, -0.540], [1.997, -1.282, 1.405], [-2.146, 1.364, -0.598], [1.558, 0.316, -1.991], [-2.090, -1.194, 0.083]]
}

[4]
{
  "formula": "C11H20Br12N4O3PS2",
  "method": "ωB97M-V/def2-TZVPD",
  "homo_lumo_gap_ev": 7.023,
  "fmax_ha_per_bohr": 0.030,
  "energy_ha": -32901.5411,
  "total_charge": 1,
  "symbols": ["O", "H", "H", "H", "H", "C", "Br", "H", "N", "H", "Br", "H", "Br", "Br", "Br", "H", "O", "H", "S", "C", "Br", "H", "C", "N", "Br", "H", "C", "C", "H", "N", "C", "H", "C", "P", "C", "H", "H", "Br", "C", "Br", "C", "H", "Br", "O", "H", "S", "H", "Br", "N", "C", "Br", "H", "H"],
  "coordinates": [[-0.754, -5.560, -0.850], [3.491, -0.511, -1.040], [-1.260, 7.616, -0.930], [-2.302, -1.751, 1.505], [1.291, -3.534, -0.785], [1.708, -0.942, -0.282], [1.904, -3.032, 6.636], [0.512, -0.531, 1.147], [1.095, -0.621, -1.498], [0.470, -4.401, -3.204], [3.553, 3.329, -4.380], [-0.301, -1.776, -2.681], [0.197, -3.627, 9.247], [-2.564, 5.520, -1.019], [-0.962, -4.442, 6.403], [-3.404, 10.333, -4.031], [1.005, -4.578, 1.314], [0.266, -0.059, -1.312], [3.914, -1.209, 1.211], [-3.016, 11.071, -4.718], [-3.429, 8.508, -1.693], [-2.351, -3.121, 2.568], [0.371, -2.985, -1.010], [-0.726, -3.099, 1.254], [2.025, 1.760, -2.076], [3.376, 3.856, -1.978], [0.628, -4.209, 7.473], [-0.126, -2.261, 0.253], [-0.525, -4.368, 3.822], [0.977, -1.384, 0.819], [0.611, -1.914, -2.103], [-0.914, -1.593, -0.105], [-1.982, 7.245, -1.643], [-0.915, -4.178, -1.591], [2.653, 3.495, -2.695], [1.230, -4.346, 3.762], [1.097, -5.178, 7.556], [-1.087, 7.117, -3.342], [0.257, -3.867, 1.937], [-3.435, 10.467, -6.494], [0.338, -3.823, 3.437], [0.303, -2.807, 3.821], [-1.117, 11.162, -4.431], [-0.489, -4.492, -3.098], [-1.347, -5.611, -0.087], [-2.678, -3.431, -1.434], [1.408, -2.258, -2.762], [1.218, 4.769, -2.760], [2.996, -0.833, -0.211], [-1.677, -2.394, 2.124], [-3.877, 12.739, -4.307], [3.556, -2.497, 1.375], [-1.211, -1.763, 2.882]]
}

Copy entry 1 word for word.
{
  "formula": "C22H27AsN4O6RuS",
  "method": "ωB97M-V/def2-TZVPD",
  "homo_lumo_gap_ev": [6.895, 7.335],
  "fmax_ha_per_bohr": 0.084,
  "multiplicity": 2,
  "energy_ha": -4253.3983,
  "de_lowest_kj_mol": 612.9,
  "total_charge": 1,
  "s_squared": 0.8460,
  "symbols": ["H", "C", "As", "C", "N", "H", "H", "C", "C", "H", "O", "H", "C", "H", "H", "C", "C", "C", "O", "O", "C", "H", "S", "C", "C", "H", "C", "N", "C", "N", "O", "C", "C", "H", "H", "H", "O", "O", "H", "H", "C", "H", "H", "H", "H", "H", "N", "H", "C", "H", "H", "H", "C", "H", "C", "Ru", "H", "C", "C", "C", "H", "H"],
  "coordinates": [[2.443, -6.106, -2.527], [-4.207, 1.704, -2.019], [1.549, -1.145, -2.254], [2.222, -2.674, 1.105], [1.930, -1.352, 1.092], [2.338, 3.484, -0.169], [-2.763, 0.390, 1.317], [3.578, -2.818, 1.320], [-4.579, 0.739, 0.217], [3.756, -0.772, -2.319], [1.788, 1.183, -0.486], [-1.144, 4.769, 4.399], [0.661, 5.206, 3.315], [1.439, -3.409, 1.011], [-4.430, 2.675, -1.580], [3.145, 0.790, 1.339], [0.314, 2.737, 2.107], [0.489, -5.734, -1.720], [0.671, -0.859, 1.164], [-2.427, -2.690, -0.509], [-0.439, 4.428, 3.651], [-5.977, 0.787, -1.355], [-1.136, -2.130, -0.916], [4.108, -1.531, 1.483], [2.485, 3.035, 0.809], [3.869, 1.263, 1.993], [1.590, 4.740, 2.397], [2.489, 1.588, 0.575], [1.726, -5.350, -2.230], [-4.973, 0.672, -1.236], [1.709, -0.886, -3.858], [-2.727, 1.363, -1.925], [1.428, 3.501, 1.786], [3.464, 3.335, 1.182], [2.457, 5.347, 2.156], [4.115, -3.752, 1.352], [-1.296, -1.237, -2.142], [3.211, -1.182, -1.630], [-4.770, 1.753, 0.566], [-2.150, 2.130, -2.437], [-3.107, 0.365, 0.285], [-4.721, -0.257, -1.587], [-4.544, 1.696, -3.052], [-3.020, -0.664, -0.060], [-1.419, -5.037, -0.955], [5.145, -1.270, 1.639], [-2.249, 1.237, -0.537], [-5.185, 0.040, 0.788], [-0.608, 3.192, 3.043], [-1.445, 2.559, 3.318], [-2.190, 2.154, -0.106], [-2.538, 0.416, -2.431], [2.052, -4.006, -2.379], [0.170, 1.760, 1.669], [-0.088, -3.444, -1.480], [-0.028, 0.024, -0.561], [0.242, -6.783, -1.624], [1.135, -3.045, -1.978], [3.070, -0.624, 1.325], [-0.438, -4.777, -1.332], [0.804, 6.173, 3.782], [3.004, -3.701, -2.792]]
}